Formula: C42H133N7O21
Source: OMol25
Level of theory: ωB97M-V with the def2-TZVPD basis set

Output
DFT total energy: -3642.99375 Ha
Strongest force on any atom: 3.06 eV/A

Geometry as XYZ:
```
203
C42H133N7O21 | OMol25 | ωB97M-V with the def2-TZVPD basis set
C -0.70 -2.88 -3.04
C -2.20 -3.14 -3.35
C -2.70 -2.34 -4.57
O -2.88 -1.01 -4.21
C -3.53 -0.18 -5.15
N -2.31 -4.54 -3.69
H -0.38 -3.42 -2.12
H -0.66 -1.79 -2.83
H -0.05 -3.02 -3.90
H -2.94 -2.96 -2.53
H -3.72 -2.73 -4.77
H -2.15 -2.48 -5.52
H -3.49 0.86 -4.80
H -4.52 -0.60 -5.44
H -2.81 -0.16 -6.00
H -3.25 -4.72 -4.01
H -1.92 -5.18 -3.01
C -6.59 3.71 0.48
C -5.55 3.84 1.58
C -5.23 2.56 2.28
O -4.68 2.97 3.55
C -4.01 1.91 4.16
N -4.36 4.40 0.88
H -6.67 4.71 0.04
H -7.56 3.44 0.86
H -6.28 3.03 -0.35
H -5.86 4.50 2.37
H -4.45 1.94 1.75
H -6.08 1.91 2.47
H -3.58 2.32 5.06
H -3.19 1.50 3.54
H -4.76 1.13 4.28
H -3.96 3.61 0.31
H -3.60 4.64 1.57
C 5.53 -2.20 1.41
C 4.14 -2.09 2.10
C 4.24 -1.63 3.54
O 4.96 -2.65 4.28
C 5.43 -2.25 5.55
N 3.30 -1.08 1.45
H 6.02 -1.25 1.32
H 5.30 -2.59 0.44
H 6.16 -2.90 1.97
H 3.72 -3.11 2.07
H 3.27 -1.49 4.05
H 4.76 -0.70 3.66
H 5.84 -1.25 5.63
H 6.21 -2.96 5.78
H 4.60 -2.27 6.27
H 2.32 -1.18 1.73
H 3.32 -1.23 0.48
C -2.99 -0.74 1.10
C -3.53 -1.11 -0.30
C -4.97 -0.65 -0.46
O -5.78 -1.36 0.44
C -7.12 -0.93 0.49
N -2.73 -0.38 -1.27
H -3.04 0.36 1.27
H -1.96 -0.94 1.12
H -3.57 -1.26 1.88
H -3.56 -2.17 -0.46
H -5.31 -1.01 -1.47
H -5.09 0.43 -0.38
H -7.72 -1.15 -0.39
H -7.14 0.15 0.67
H -7.65 -1.45 1.27
H -3.04 -0.55 -2.24
H -1.74 -0.71 -1.21
C -0.39 1.21 -4.23
C 0.89 1.35 -5.04
C 0.80 0.36 -6.19
O -0.49 0.47 -6.76
C -0.57 -0.32 -7.90
N 0.91 2.80 -5.34
H -0.56 0.24 -3.76
H -1.23 1.36 -4.91
H -0.30 2.01 -3.49
H 1.76 1.11 -4.43
H 0.95 -0.64 -5.81
H 1.54 0.51 -6.95
H 0.12 -0.05 -8.67
H -1.60 -0.30 -8.25
H -0.37 -1.40 -7.67
H 0.21 3.00 -6.06
H 1.80 3.02 -5.73
C 0.45 -4.15 1.01
C -0.99 -3.91 1.42
C -1.86 -5.20 1.38
O -1.95 -5.70 0.02
C -2.58 -6.98 -0.02
N -1.01 -3.38 2.76
H 0.39 -4.63 0.04
H 0.92 -4.82 1.75
H 1.09 -3.28 0.96
H -1.42 -3.19 0.71
H -2.85 -5.03 1.84
H -1.36 -5.95 2.03
H -2.10 -7.63 0.71
H -2.50 -7.35 -1.06
H -3.66 -6.89 0.11
H -0.75 -4.08 3.47
H -1.96 -3.15 2.98
C -1.39 -6.81 5.77
C -0.13 -7.22 5.03
C 1.11 -6.30 5.24
O 0.93 -5.09 4.46
C 2.15 -4.34 4.37
N 0.31 -8.47 5.63
H -1.23 -6.66 6.84
H -2.18 -7.58 5.64
H -1.87 -5.96 5.30
H -0.27 -7.18 3.93
H 2.00 -6.82 4.88
H 1.30 -6.01 6.28
H 2.47 -3.92 5.37
H 1.88 -3.58 3.64
H 2.94 -4.97 3.98
H -0.48 -9.05 5.74
H 1.00 -8.96 5.02
C 3.03 -3.05 -1.77
O 2.65 -1.69 -1.50
H 2.90 -3.69 -0.89
H 2.40 -3.41 -2.59
H 4.10 -3.05 -2.06
H 1.76 -1.68 -1.12
C -0.51 1.89 6.09
O -1.28 0.76 6.44
H -1.03 2.43 5.29
H -0.29 2.58 6.93
H 0.45 1.59 5.70
H -0.76 0.19 7.01
C 3.42 2.01 -2.49
O 3.96 0.76 -3.00
H 3.71 2.19 -1.46
H 3.75 2.82 -3.11
H 2.36 1.95 -2.61
H 3.56 0.01 -2.56
C -2.46 3.05 -1.87
O -3.06 2.31 -0.83
H -2.66 2.74 -2.93
H -2.69 4.13 -1.77
H -1.36 2.97 -1.81
H -2.92 1.31 -0.94
C 0.30 -0.09 3.25
O 0.25 -1.09 2.20
H -0.29 0.84 3.08
H 0.13 -0.46 4.29
H 1.33 0.31 3.22
H -0.26 -1.88 2.54
C -1.29 3.45 2.09
O -1.93 4.19 3.12
H -1.77 2.50 1.78
H -1.31 4.03 1.15
H -0.24 3.23 2.29
H -2.74 3.71 3.35
C 7.87 2.28 -0.15
O 7.66 1.39 0.93
H 7.18 2.14 -1.01
H 7.82 3.34 0.16
H 8.89 2.07 -0.46
H 6.76 1.38 1.23
C -0.47 5.22 -3.26
O 0.69 4.38 -3.04
H -1.32 4.62 -3.70
H -0.75 5.69 -2.35
H -0.19 5.97 -4.00
H 0.79 3.80 -3.85
C 0.86 5.29 0.00
O 1.30 3.94 -0.19
H -0.23 5.37 -0.11
H 1.16 5.60 1.01
H 1.24 6.04 -0.70
H 1.33 3.66 -1.15
C -2.37 7.66 -0.03
O -3.08 6.88 -0.98
H -1.46 7.13 0.20
H -2.07 8.62 -0.47
H -3.01 7.81 0.87
H -3.78 6.42 -0.50
C 5.74 4.94 -1.52
O 6.02 6.24 -1.06
H 5.35 4.28 -0.73
H 5.08 5.02 -2.39
H 6.68 4.49 -1.87
H 5.21 6.70 -0.86
C 4.25 2.38 2.24
O 4.87 1.37 1.46
H 4.97 3.19 2.39
H 3.44 2.88 1.66
H 3.97 1.96 3.21
H 4.27 0.55 1.50
C 0.29 0.80 -0.50
O 0.18 -0.63 -0.42
H -0.65 1.31 -0.28
H 0.97 1.13 0.29
H 0.64 1.18 -1.48
H 0.09 -0.86 0.48
C 4.71 1.93 -6.19
O 3.67 2.65 -6.80
H 4.79 0.89 -6.50
H 5.66 2.43 -6.48
H 4.49 2.04 -5.10
H 3.80 2.61 -7.75
```